# 1
C5H14N2 | ωB97M-V/def2-TZVPD

Atoms and positions in Å:
N 1.0392 -1.0579 2.7243
C 1.0080 0.3814 2.6401
C 0.9374 0.9014 1.1995
N 0.1414 0.0209 0.3649
C -0.3000 0.3854 -0.9806
C -1.1749 -0.6497 -1.6720
C -1.3177 -0.2459 -3.1864
H 0.1072 -1.4317 2.7066
H 1.5005 -1.4007 3.5468
H 0.2222 0.8123 3.2644
H 1.9223 0.8629 2.9989
H 0.3997 1.8531 1.2050
H 1.9186 1.0900 0.7514
H 0.5205 -0.9327 0.4094
H 0.6269 0.5367 -1.5591
H -0.7904 1.3485 -0.9210
H -2.1812 -0.6142 -1.2707
H -0.5787 -1.5624 -1.7094
H -0.4257 0.2917 -3.5065
H -2.0816 0.5309 -3.2120
H -1.4938 -1.1200 -3.7936

Output
Multiplicity ... 2
⟨S²⟩ ... 0.75
Energy above the lowest of the compared OMol25 structures with the same formula, charge and spin ... 0.800 eV
E ... -308.09200 hartree
LUMO level (alpha / beta) ... -2.74 / -7.61 eV
Total charge ... +1

# 2
C5H14N2 | ωB97M-V/def2-TZVPD

Atoms and positions in Å:
C 1.4054 -1.1284 -1.7021
C 0.0441 -0.7845 -1.0967
N -1.0143 -1.0054 -2.1557
C -0.1838 0.6657 -0.5026
C -0.6520 0.8104 0.9447
C 0.2177 0.8766 1.9224
N -0.1401 1.1944 3.3025
H 2.3192 -0.5485 -1.4183
H 1.6467 -2.1810 -1.4194
H 1.3937 -1.0285 -2.7851
H -0.2139 -1.4918 -0.2688
H -1.8615 -0.5519 -1.8118
H -1.0629 -2.0125 -2.2727
H -0.8108 -0.6420 -3.1428
H -0.9172 1.1623 -1.1296
H 0.7890 1.1873 -0.4272
H -1.7133 0.9107 0.8785
H 1.2839 0.7704 1.8546
H 0.1090 0.4026 3.9955
H -1.1237 1.4956 3.4970
H 0.4844 1.8984 3.7377

Output
Energy above the lowest of the compared OMol25 structures with the same formula, charge and spin ... 0.823 eV
E ... -307.75820 hartree
LUMO level ... -6.78 eV
Structure (SMILES) ... C[C@H]([NH3+])C/C=C/[NH3+]
Total charge ... +2

# 3
C5H14N2O | ωB97M-V/def2-TZVPD

Atoms and positions in Å:
N -2.7193 1.4110 -0.6708
C -1.8379 0.3001 -1.1277
C -1.3146 -0.6193 -0.0475
N -0.4140 0.0822 0.8107
C 0.6107 -0.5931 1.5317
C 2.0452 -0.6856 0.8459
C 2.2146 0.3539 -0.2530
O 1.9511 -0.4119 -1.4759
H -3.6400 1.3569 -1.0593
H -2.5500 1.8136 0.2284
H -2.4181 -0.1693 -1.9295
H -0.9880 0.8192 -1.6577
H -2.2648 -0.9056 0.4753
H -0.8120 -1.4129 -0.5915
H -0.7896 0.9083 1.2560
H 0.6833 0.0042 2.4560
H 0.4044 -1.6246 1.8879
H 2.7433 -0.8327 1.6681
H 1.9366 -1.6269 0.3156
H 3.1993 0.8334 -0.2828
H 1.3983 1.0983 -0.2342
H 2.5616 -0.0990 -2.1458

Output
Energy above the lowest of the compared OMol25 structures with the same formula, charge and spin ... 2.927 eV
E ... -383.59313 hartree
LUMO level ... 1.04 eV
Structure (SMILES) ... NCCNCCCO

# 4
C5H14N2O | ωB97M-V/def2-TZVPD

Atoms and positions in Å:
C 2.7849 0.7781 -0.0228
C 1.5147 0.0343 0.2762
N 0.3587 0.4972 -0.4206
N 0.3580 -0.1167 -1.6826
C -1.0785 0.0402 0.5134
C -1.1582 -1.4933 0.7074
C -2.3344 0.6581 -0.0027
O -0.8766 0.5756 1.7649
H 2.8247 1.7468 0.5222
H 3.6683 0.2101 0.0556
H 2.8711 0.9761 -1.1571
H 1.8745 -1.0368 0.1032
H 1.1499 0.0786 1.2735
H 0.8150 -1.0012 -1.4322
H -0.5941 -0.2612 -2.0192
H -1.5022 -1.7187 1.7725
H -1.8745 -1.8056 0.0276
H -0.2410 -2.1150 0.6111
H -3.1043 0.4162 0.6066
H -2.1981 1.8173 -0.0207
H -2.5154 0.3209 -1.0720
H -0.3132 1.4030 1.6004

Output
Energy above the lowest of the compared OMol25 structures with the same formula, charge and spin ... 4.278 eV
E ... -383.54350 hartree
LUMO level ... 0.91 eV
Structure (SMILES) ... CCN(N)C(C)(C)O

# 5
C5H14N2O | ωB97M-V/def2-TZVPD

Atoms and positions in Å:
C 0.9211 -0.5916 1.4540
C 0.7838 0.0871 0.0935
C 1.0712 1.5815 0.1849
N 1.7047 -0.5323 -0.8117
C -0.8135 -0.1221 -0.5233
C -1.8527 0.4720 0.4188
N -1.0847 -1.4961 -0.7927
O -0.8043 0.5756 -1.7430
H 1.9656 -0.5544 1.7620
H 0.3201 -0.0931 2.2102
H 0.6263 -1.6409 1.4010
H 0.4488 2.0522 0.9429
H 2.1212 1.7278 0.4340
H 0.8795 2.0562 -0.7728
H 1.6500 -0.0616 -1.7108
H 1.3835 -1.5302 -1.0249
H -1.7532 1.5552 0.4447
H -2.8438 0.2145 0.0497
H -1.7550 0.0782 1.4268
H -1.2874 -1.9990 0.0636
H -0.1962 -1.9635 -1.2023
H -1.4850 0.1846 -2.3047

Output
Energy above the lowest of the compared OMol25 structures with the same formula, charge and spin ... 1.203 eV
E ... -383.65648 hartree
LUMO level ... 0.84 eV
Structure (SMILES) ... CC(C)(N)[C@](C)(N)O

# 6
C5H14N2O | ωB97M-V/def2-TZVPD

Atoms and positions in Å:
C 0.4660 -0.4704 3.1422
C -0.0540 0.1514 1.8560
N 0.4615 -0.4793 0.6125
C 0.0250 0.2294 -0.5904
C -0.8559 -0.7477 -1.4563
N -2.1076 -0.1586 -1.8838
C 1.2602 0.6603 -1.4244
O 0.9136 1.2047 -2.6514
H 1.5269 -0.7278 3.0808
H 0.0486 -1.4223 3.4749
H 0.3695 0.3092 3.8901
H -1.1395 0.2732 1.8557
H 0.2926 1.1866 1.8146
H 1.4722 -0.3570 0.6877
H -0.5609 1.1292 -0.3596
H -1.0310 -1.6045 -0.8169
H -0.2442 -1.1076 -2.2989
H -2.1915 0.8324 -1.7807
H -2.9601 -0.5942 -1.5490
H 1.8360 -0.2857 -1.3908
H 1.8683 1.4166 -0.9254
H 0.6045 0.5620 -3.2869

Output
Energy above the lowest of the compared OMol25 structures with the same formula, charge and spin ... 2.358 eV
E ... -383.61406 hartree
LUMO level ... 1.01 eV
Structure (SMILES) ... CCN[C@H](CN)CO